[1]
Computed, not measured: a structure of composition C39H39Cl4Ge2N6O4W in a non-equilibrium geometry, with ωB97M-V with the def2-TZVPD basis set.

XYZ file:
```
95
Properties=species:S:1:pos:R:3:forces:R:3
W 1.0628 0.1930 -0.3583 0.042 1.177 0.621
O -0.9399 -1.7959 7.2943 -0.041 -0.007 -0.021
C -1.0271 -2.1933 6.0159 0.044 0.013 -0.001
O -1.6973 -3.1314 5.6992 -0.040 0.001 -0.006
C -0.2652 -1.4005 4.9868 0.021 -0.012 0.034
C 0.1585 -2.0882 3.8520 0.019 0.010 -0.031
C 0.7652 -1.4133 2.8128 0.005 -0.034 0.094
C 0.9372 -0.0374 2.9161 -0.005 0.051 0.068
C 0.5378 0.6626 4.0437 -0.063 -0.057 -0.033
C -0.0645 -0.0310 5.0865 -0.017 0.014 -0.015
N 1.4840 0.6550 1.7881 -0.028 -0.124 -0.441
C 2.4719 1.4576 1.9363 -0.045 -0.085 -0.029
C 3.0452 2.1346 0.7699 -0.002 0.014 -0.027
C 4.0204 3.1042 0.9038 -0.022 -0.021 -0.052
C 4.4791 3.7561 -0.2362 0.023 0.022 0.012
C 3.9374 3.4196 -1.4627 0.008 0.018 -0.017
C 2.9752 2.4231 -1.5318 0.018 -0.082 -0.018
N 2.5459 1.7789 -0.4431 -0.044 -0.050 0.245
H -0.2607 -1.1225 7.4159 0.029 0.009 0.014
H -0.0235 -3.1525 3.7893 0.012 -0.002 0.008
H 1.1017 -1.9463 1.9326 0.019 0.026 -0.020
H 0.6353 1.7404 4.0903 0.028 0.004 -0.002
H -0.4259 0.5225 5.9448 0.013 -0.009 0.012
H 2.9165 1.6426 2.9116 -0.046 -0.039 0.035
H 4.4134 3.3474 1.8817 -0.015 -0.017 0.015
H 5.2434 4.5173 -0.1581 -0.002 0.003 -0.011
H 4.2534 3.9084 -2.3733 0.015 0.008 0.010
H 2.5453 2.1125 -2.4745 -0.009 -0.010 0.012
Cl 5.7903 -4.2452 -2.3642 0.054 -0.069 -0.006
C 4.6621 -2.9930 -2.3319 -0.068 0.101 0.015
C 4.3570 -2.2967 -3.5580 0.046 -0.078 0.084
Cl 5.1476 -2.7537 -4.9916 -0.005 0.009 -0.031
C 3.4258 -1.2980 -3.5664 -0.148 0.093 0.261
Cl 2.9726 -0.4510 -4.9748 -0.001 0.017 -0.066
C 2.7559 -0.9649 -2.3531 0.140 -0.218 -0.074
O 1.8302 -0.0762 -2.2952 0.098 0.003 -0.119
C 3.0962 -1.6441 -1.1183 -0.176 -0.077 -0.303
O 2.4248 -1.2795 -0.0572 0.136 -0.108 -0.022
C 4.0426 -2.6586 -1.1295 0.054 0.036 -0.111
Cl 4.3845 -3.4832 0.3257 -0.021 -0.014 0.067
C -3.1397 -2.6410 -3.5769 -0.010 0.014 -0.055
Ge -2.5481 -0.7885 -3.3483 0.048 0.221 0.058
C -3.9405 0.3442 -2.5921 -0.053 -0.021 -0.006
C -1.7612 -0.0124 -4.9663 0.022 -0.018 -0.028
Ge -0.7958 -1.0136 -1.6384 -0.304 -0.437 -0.130
C -1.5405 -1.2634 0.2020 0.221 -0.047 0.022
C -1.7758 -0.3075 1.1961 -0.197 0.112 -0.069
C -2.4718 -0.6264 2.3575 -0.007 -0.001 -0.038
C -2.9590 -1.9073 2.5447 -0.034 0.001 -0.013
C -2.7638 -2.8684 1.5560 0.001 0.007 0.011
C -2.0564 -2.5573 0.4084 0.144 -0.025 0.222
C 0.1849 -2.6875 -2.0322 -0.021 0.075 -0.058
C 0.5276 -2.9045 -3.3698 -0.018 -0.036 -0.071
C 1.2593 -4.0208 -3.7556 0.004 0.001 0.014
C 1.6604 -4.9467 -2.8024 -0.011 0.016 -0.008
C 1.3255 -4.7501 -1.4678 0.010 -0.006 0.014
C 0.6013 -3.6292 -1.0882 0.036 0.020 0.028
H -3.3086 -2.8339 -4.6368 -0.021 0.006 0.004
H -4.0760 -2.8050 -3.0449 0.011 0.013 0.026
H -2.4014 -3.3582 -3.2207 0.014 0.011 -0.003
H -4.7923 0.3924 -3.2717 0.011 -0.048 -0.021
H -3.5684 1.3534 -2.4358 -0.016 0.009 -0.020
H -4.2861 -0.0562 -1.6385 0.009 -0.004 0.000
H -2.2954 0.9001 -5.2302 -0.013 -0.005 0.003
H -1.8431 -0.7091 -5.8003 -0.009 -0.007 0.008
H -0.7090 0.2380 -4.8333 0.000 -0.006 0.020
H -1.4619 0.7206 1.0735 -0.005 0.003 -0.024
H -2.6333 0.1341 3.1117 -0.011 -0.002 0.000
H -3.4982 -2.1634 3.4472 0.015 -0.005 0.008
H -3.1686 -3.8638 1.6836 -0.010 0.002 0.000
H -1.9202 -3.3256 -0.3424 -0.009 0.013 -0.002
H 0.2169 -2.1990 -4.1361 -0.009 0.011 0.019
H 1.5052 -4.1705 -4.7996 0.003 -0.006 -0.003
H 2.2195 -5.8253 -3.0975 0.000 -0.002 -0.005
H 1.6302 -5.4726 -0.7213 -0.001 -0.002 0.001
H 0.3634 -3.4935 -0.0388 0.017 -0.003 -0.011
C -1.4773 4.6321 2.8845 0.012 -0.033 0.012
C -2.4717 4.9480 1.7727 -0.017 0.007 -0.019
C -3.5759 3.8969 1.6996 -0.016 0.002 -0.010
C -1.7707 5.1443 0.4246 0.064 0.044 0.009
N -1.2909 3.8732 -0.1316 0.025 0.045 0.035
C -0.1910 3.1824 0.1335 -0.083 -0.086 -0.070
N -0.2743 2.0289 -0.5104 0.182 -0.198 0.084
N -1.4541 2.0513 -1.1755 0.038 -0.069 -0.093
N -2.0596 3.1468 -0.9522 0.000 -0.091 -0.029
H -1.9921 4.5391 3.8402 -0.007 0.019 -0.001
H -0.7180 5.4094 2.9888 0.005 0.000 -0.009
H -0.9773 3.6725 2.7053 -0.010 -0.005 0.003
H -2.9320 5.9165 1.9850 0.027 0.014 0.009
H -3.1618 2.8871 1.6194 0.002 0.004 -0.012
H -4.2383 4.0543 0.8481 -0.005 0.016 0.005
H -4.1801 3.9285 2.6052 0.008 -0.010 0.007
H -0.9000 5.7941 0.5141 -0.043 0.046 0.017
H -2.4397 5.5610 -0.3251 -0.028 -0.038 0.007
H 0.6110 3.5320 0.7598 0.011 -0.036 0.012
```
Positions in Å, forces in eV/Å.

Computed properties:
⟨S²⟩: 3.84
ΔE to the lowest compared entry with this formula, charge and spin, eV: 1.092
LUMO (alpha / beta), eV: -6.88 / -7.79
Frontier orbital gap (alpha / beta), eV: 5.948 / 5.064
E_HOMO (alpha / beta), eV: -12.83 / -12.85
Spin multiplicity: 4
Charge: +2

[2]
Computed, not measured: a structure of composition C39H39CrF3GeO3 in a non-equilibrium geometry, with ωB97M-V with the def2-TZVPD basis set.

XYZ file:
```
86
Properties=species:S:1:pos:R:3:forces:R:3
Cr 0.4148 1.4950 0.3933 -0.018 -0.874 -0.687
F 0.5056 -0.3022 9.6370 0.078 0.088 -0.374
C -0.0981 0.8080 9.1002 -0.381 -0.442 1.140
F -1.4203 0.6147 9.4208 0.129 0.084 -0.331
F 0.2974 1.8248 9.8963 0.142 0.233 -0.245
C 0.1485 1.0079 7.6682 0.098 0.158 -0.752
C 0.7065 2.2025 7.1716 -0.325 -0.626 0.790
C 0.8825 2.3789 5.8266 0.031 -0.080 -0.468
C 0.5180 1.3703 4.9024 -0.097 0.013 0.192
C -0.0394 0.1737 5.4171 0.081 0.092 -0.251
C -0.2280 -0.0041 6.7575 0.170 0.492 0.859
C 0.6586 1.5374 3.5237 0.126 0.182 0.428
C 0.7173 1.6908 2.3093 0.405 -0.072 0.663
H 0.9893 2.9815 7.8691 -0.009 0.003 -0.021
H 1.3009 3.3040 5.4488 -0.024 -0.074 -0.043
H -0.3344 -0.5952 4.7174 0.010 0.008 -0.078
H -0.6750 -0.9138 7.1379 -0.010 -0.060 -0.013
O 1.7100 0.5965 -1.3702 0.240 -0.167 -0.350
C 1.8504 -0.4024 -0.6265 0.320 0.427 -0.150
O 1.2239 -0.5110 0.4512 -0.173 -0.378 0.614
C 2.8610 -1.5012 -0.9652 -0.256 0.036 0.080
C 2.7705 -1.9846 -2.4027 -0.377 -0.452 -0.284
Ge 0.9672 -2.7228 -2.9460 0.478 0.721 0.331
C -0.0804 -1.1329 -3.4582 0.039 -0.560 0.040
C 0.3941 -0.2865 -4.4535 0.217 -0.178 -0.095
C -0.2815 0.8721 -4.7844 0.075 0.123 -0.166
C -1.4399 1.2139 -4.1040 -0.109 -0.032 0.056
C -1.9216 0.3806 -3.1070 -0.197 0.244 -0.077
C -1.2499 -0.7878 -2.7998 0.037 -0.357 0.137
C 0.0750 -3.8001 -1.5318 -0.095 0.183 -0.272
C -0.2392 -3.2360 -0.2917 0.316 0.195 -0.407
C -0.9096 -3.9598 0.6735 -0.193 -0.317 0.300
C -1.3001 -5.2686 0.4268 0.125 0.043 -0.247
C -1.0197 -5.8351 -0.8139 -0.235 -0.243 0.422
C -0.3466 -5.1082 -1.7749 0.289 0.222 -0.358
C 1.2172 -3.8901 -4.5263 0.054 -0.579 -0.042
C 0.5690 -3.6583 -5.7447 0.010 0.483 0.708
C 0.6712 -4.5354 -6.7988 0.381 -0.936 -0.504
C 1.4273 -5.7091 -6.6725 -0.254 0.561 0.206
C 2.0778 -5.9599 -5.4674 0.083 -0.464 -0.603
C 1.9805 -5.0707 -4.4226 -0.323 0.961 0.389
H 2.6966 -2.3193 -0.2601 0.057 0.032 -0.009
H 3.8637 -1.0928 -0.7807 -0.138 -0.007 0.037
H 3.5522 -2.7293 -2.5833 -0.077 -0.063 -0.114
H 2.9579 -1.1394 -3.0688 -0.091 -0.029 -0.091
H 1.3142 -0.5400 -4.9664 0.103 0.075 -0.093
H 0.1042 1.5194 -5.5645 0.015 0.009 0.039
H -1.9564 2.1357 -4.3427 -0.002 0.004 0.036
H -2.8087 0.6483 -2.5517 0.029 0.030 0.110
H -1.6252 -1.4394 -2.0237 -0.087 0.112 0.136
H 0.0559 -2.2226 -0.0729 0.013 0.276 0.157
H -1.1268 -3.4982 1.6277 -0.016 0.073 0.007
H -1.8153 -5.8414 1.1879 -0.038 -0.003 -0.006
H -1.3341 -6.8516 -1.0231 0.014 -0.007 -0.029
H -0.1368 -5.5570 -2.7378 -0.039 -0.106 -0.047
H -0.0298 -2.7621 -5.8491 -0.062 0.051 -0.025
H 0.1615 -4.3293 -7.7336 -0.008 0.024 0.034
H 1.5008 -6.4079 -7.4969 0.003 0.009 0.012
H 2.6647 -6.8665 -5.3555 -0.016 0.045 0.011
H 2.4946 -5.2731 -3.4913 0.046 -0.103 0.062
C -0.9602 6.6819 -0.4908 0.090 0.012 0.038
C 0.3000 6.1574 0.2119 -0.002 -0.099 0.034
C 1.5474 6.7118 -0.4919 -0.095 0.001 0.053
C 0.2821 6.6450 1.6675 0.013 0.020 -0.097
C 0.3140 4.6854 0.1886 -0.064 0.882 -0.130
C 0.3018 3.4708 0.1953 -0.008 0.277 -0.274
H -0.9930 7.7743 -0.4736 0.020 0.136 0.011
H -1.8443 6.2997 0.0138 -0.107 -0.059 0.008
H -0.9869 6.3488 -1.5256 -0.006 -0.070 -0.105
H 1.5493 7.8047 -0.4789 -0.020 0.131 0.013
H 1.5794 6.3768 -1.5267 0.004 -0.061 -0.083
H 2.4468 6.3572 0.0073 0.077 -0.058 0.027
H 0.2731 7.7370 1.7133 0.001 0.135 -0.006
H 1.1552 6.2780 2.2007 0.095 -0.066 0.062
H -0.6035 6.2660 2.1712 -0.077 -0.058 0.083
C -2.7193 1.0975 2.1534 0.370 -0.290 -0.210
C -2.1351 0.0917 1.1340 -0.100 0.239 -0.174
C -3.2790 -0.7611 0.5407 0.383 0.178 0.326
O -1.4369 0.7184 0.1400 -0.515 -0.083 -0.553
H -3.1334 0.5801 3.0197 -0.123 -0.031 0.199
H -3.4979 1.6978 1.6847 -0.134 0.071 -0.130
H -1.9187 1.7633 2.4754 -0.041 -0.018 0.063
H -1.4665 -0.5972 1.6946 -0.081 -0.093 0.180
H -3.9853 -0.1132 0.0246 -0.118 0.135 -0.081
H -3.7983 -1.3067 1.3283 -0.204 -0.148 0.106
H -2.8786 -1.4737 -0.1739 0.080 -0.169 -0.124
```
Positions in Å, forces in eV/Å.

Computed properties:
⟨S²⟩: 6.04
ΔE to the lowest compared entry with this formula, charge and spin, eV: 0.677
LUMO (alpha / beta), eV: 3.88 / 3.88
Frontier orbital gap (alpha / beta), eV: 3.728 / 5.968
E_HOMO (alpha / beta), eV: 0.15 / -2.09
Spin multiplicity: 5
Charge: -2

[3]
Computed, not measured: a structure of composition C39H39N3O6PdSe2Te in a non-equilibrium geometry, with ωB97M-V with the def2-TZVPD basis set.

XYZ file:
```
91
Properties=species:S:1:pos:R:3:forces:R:3
Pd -0.3583 -0.2195 1.0696 -0.774 0.511 -0.382
O 2.4750 -0.2602 6.9832 0.087 0.155 0.075
C 1.4523 -1.0538 6.4391 -0.037 -0.200 -0.093
C 0.7405 -0.4371 5.2121 -0.183 -0.119 0.055
C -0.2037 0.6681 5.6942 -0.029 -0.041 0.003
O 0.5407 1.6306 6.4330 0.080 0.082 0.035
C -0.0994 -1.5774 4.6181 0.062 -0.022 -0.005
Se -1.4818 -0.9702 3.4029 0.086 0.050 0.059
C 1.7938 0.1249 4.2437 0.216 0.032 0.077
Se 1.8330 -0.3955 2.3614 0.346 -0.094 0.148
H 2.0891 0.6070 7.1650 0.051 -0.018 0.012
H 0.6985 -1.3028 7.1999 -0.014 0.006 -0.040
H 1.9251 -1.9889 6.1243 -0.026 0.019 0.024
H -0.9813 0.2276 6.3294 -0.016 -0.023 -0.027
H -0.6937 1.1561 4.8410 0.023 -0.056 -0.004
H -0.0482 2.3268 6.7357 -0.013 0.001 0.013
H -0.5729 -2.1521 5.4149 -0.042 0.006 -0.039
H 0.5270 -2.2355 4.0101 -0.019 0.017 0.089
H 2.7772 -0.2229 4.5705 -0.025 0.093 0.011
H 1.8294 1.2116 4.3272 -0.018 -0.032 -0.115
C 3.3415 -0.3315 -4.9510 0.084 -0.010 -0.132
C 2.2583 -0.2196 -3.9195 -0.074 0.096 0.211
C 1.0401 -0.8940 -4.0673 0.035 0.031 0.054
C 0.0595 -0.8239 -3.1064 0.132 0.031 -0.179
C -1.2792 -1.4663 -3.3049 -0.221 0.185 0.092
O -2.2293 -0.8131 -3.6829 0.066 -0.038 -0.039
C -1.4124 -2.9251 -3.0293 0.026 0.001 -0.021
C -2.5943 -3.5727 -3.3785 0.032 -0.003 0.016
C -2.7200 -4.9339 -3.1718 -0.024 -0.026 -0.012
C -1.6684 -5.6504 -2.6112 -0.009 -0.028 0.027
C -0.4994 -5.0033 -2.2414 0.003 -0.019 0.044
C -0.3709 -3.6384 -2.4491 0.002 -0.054 0.008
C 0.2537 -0.1118 -1.9004 -0.180 -0.045 -0.070
O -0.6958 -0.1705 -1.0249 0.258 -0.091 -0.074
C 1.4411 0.6492 -1.7861 -0.004 -0.075 -0.035
C 2.4144 0.5636 -2.7920 0.009 -0.143 -0.193
C 1.5828 1.6373 -0.7306 -0.132 -0.038 0.031
N 0.8666 1.6285 0.3361 0.239 0.021 0.192
C 0.9376 2.7740 1.2424 -0.091 0.063 0.044
C -0.3233 2.8923 2.0995 0.183 0.110 0.096
Te -2.0434 1.9485 1.2636 -0.252 -0.317 0.117
C -1.9190 2.8228 -0.6363 0.107 -0.027 0.017
C -1.4132 4.1118 -0.7538 0.008 0.033 -0.056
C -1.2693 4.6772 -2.0136 0.003 0.028 0.075
C -1.6250 3.9523 -3.1399 -0.012 -0.021 -0.073
C -2.1374 2.6691 -3.0109 -0.006 0.005 -0.018
C -2.2958 2.0966 -1.7577 0.066 0.162 -0.106
C 2.5603 2.7374 -0.9806 -0.010 0.065 0.070
C 3.7180 2.8217 -0.2175 -0.027 -0.006 -0.004
C 4.6232 3.8457 -0.4481 0.013 0.004 -0.001
C 4.3634 4.7947 -1.4260 0.022 0.044 -0.021
C 3.2032 4.7145 -2.1835 0.007 -0.027 0.032
C 2.3054 3.6802 -1.9692 0.010 0.012 -0.020
H 2.9652 -0.7977 -5.8614 0.001 -0.004 -0.018
H 4.1757 -0.9372 -4.5936 0.030 -0.023 0.011
H 3.7398 0.6470 -5.2212 0.019 0.025 0.007
H 0.8656 -1.4834 -4.9612 -0.016 -0.020 -0.046
H -3.3925 -2.9903 -3.8168 -0.026 0.022 -0.015
H -3.6312 -5.4425 -3.4581 -0.022 -0.025 -0.003
H -1.7643 -6.7179 -2.4609 0.000 -0.039 0.006
H 0.3138 -5.5578 -1.7930 0.013 -0.026 0.017
H 0.5371 -3.1244 -2.1628 0.015 0.002 0.004
H 3.3249 1.1382 -2.6765 0.045 0.002 -0.024
H 1.0680 3.6873 0.6571 -0.007 -0.007 0.062
H 1.8118 2.6766 1.8953 -0.068 -0.014 -0.041
H -0.5376 3.9308 2.3514 0.042 0.019 -0.009
H -0.2110 2.3439 3.0407 0.031 0.057 -0.060
H -1.1233 4.6831 0.1194 -0.016 -0.004 0.032
H -0.8736 5.6799 -2.1102 0.007 0.020 0.005
H -1.5011 4.3883 -4.1220 0.001 0.020 -0.045
H -2.4059 2.0883 -3.8823 0.001 -0.017 -0.045
H -2.6741 1.0946 -1.6647 -0.049 -0.075 0.016
H 3.9038 2.0798 0.5500 0.011 -0.027 0.023
H 5.5304 3.9041 0.1368 0.041 0.005 0.025
H 5.0678 5.5969 -1.6009 0.018 0.017 -0.002
H 3.0010 5.4525 -2.9468 -0.006 0.042 -0.041
H 1.4031 3.5989 -2.5623 -0.018 -0.012 -0.014
C -2.4863 -5.1711 0.7783 0.079 -0.104 -0.007
N -2.7662 -3.7821 0.4723 0.055 -0.006 -0.064
C -3.9629 -3.4033 -0.0585 -0.096 0.210 0.002
C -4.2927 -2.1109 -0.2149 0.037 -0.139 -0.063
C -3.3401 -1.0919 0.1841 -0.026 0.215 -0.055
O -3.6004 0.1208 0.0788 -0.106 -0.109 0.050
N -2.1558 -1.5200 0.6905 0.019 -0.179 0.184
C -1.8359 -2.8250 0.8504 -0.108 0.062 0.039
O -0.7665 -3.1666 1.3544 0.173 -0.152 0.157
H -3.1327 -5.7954 0.1658 0.000 -0.040 0.007
H -2.6665 -5.3783 1.8352 0.020 -0.012 -0.018
H -1.4463 -5.3900 0.5521 -0.030 0.001 0.007
H -4.6215 -4.2147 -0.3365 -0.028 0.004 -0.014
H -5.2346 -1.8100 -0.6398 -0.056 0.022 -0.038
```
Positions in Å, forces in eV/Å.

Computed properties:
⟨S²⟩: 6.02
ΔE to the lowest compared entry with this formula, charge and spin, eV: 0.478
LUMO (alpha / beta), eV: 0.08 / -2.16
Frontier orbital gap (alpha / beta), eV: 7.372 / 5.161
E_HOMO (alpha / beta), eV: -7.29 / -7.32
Spin multiplicity: 5
Charge: 0